Entry 1:
C55H51N2OP4S4Ti as an isolated structure in a non-equilibrium geometry, computed with ωB97M-V with the def2-TZVPD basis set.

Structure (XYZ):
```
118
Properties=species:S:1:pos:R:3:lowdin_spin:R:1
Ti 0.87470 -0.27898 3.04549 0.874
S 1.75491 -1.40236 0.77804 0.005
P 3.50424 -0.98849 1.65255 0.003
C 2.76286 -0.08150 2.94938 0.009
P 3.01626 1.25403 4.07706 0.018
S 1.05615 1.34063 4.74051 0.017
C 3.93648 0.78526 5.57167 0.004
C 4.80599 1.65976 6.29665 0.000
C 5.44886 1.13066 7.40850 0.000
C 5.28612 -0.19720 7.76320 0.000
C 4.38401 -1.04532 7.08763 0.000
C 3.78455 -0.58462 5.94972 0.000
C 3.63058 2.78322 3.54667 0.005
C 2.81751 3.72697 3.00698 0.000
C 3.23211 5.04218 2.97044 0.000
C 4.56836 5.32200 3.13031 0.000
C 5.44764 4.25808 3.52231 0.000
C 5.02077 2.97841 3.63005 0.001
C 4.36465 -2.45391 2.33117 0.000
C 5.07258 -2.35187 3.53102 0.000
C 5.73569 -3.49282 3.99485 0.000
C 5.71826 -4.66637 3.29144 0.000
C 5.16819 -4.72042 2.04680 0.000
C 4.55402 -3.58858 1.53883 0.000
C 4.55423 -0.16298 0.41508 0.001
C 5.90510 -0.62835 0.17369 0.000
C 6.68765 0.07731 -0.69041 0.000
C 6.07932 0.85899 -1.63261 0.000
C 4.77659 1.41858 -1.36620 0.000
C 3.98385 0.86429 -0.32864 0.000
H 4.90223 2.72449 6.06910 0.000
H 6.14072 1.80502 7.95860 0.000
H 5.96039 -0.58703 8.49953 0.000
H 4.31566 -2.06620 7.47787 0.000
H 3.15174 -1.22893 5.36173 0.000
H 1.84619 3.36376 2.65976 0.000
H 2.48813 5.83087 2.77662 0.000
H 4.97153 6.28324 2.81926 0.000
H 6.44605 4.41387 3.76150 0.000
H 5.58117 2.08394 3.77761 0.000
H 5.16436 -1.41043 4.04801 0.000
H 6.14978 -3.50120 4.92376 0.000
H 6.24472 -5.51058 3.74374 0.000
H 5.31505 -5.68779 1.52362 0.000
H 4.11948 -3.59752 0.53061 0.000
H 6.32706 -1.43587 0.78539 0.000
H 7.68567 -0.23421 -0.85124 0.000
H 6.64126 1.23683 -2.44777 0.000
H 4.52166 2.22383 -2.05968 0.000
H 2.91314 1.06308 -0.32258 0.000
C -5.18031 1.45876 -4.86067 0.000
N -4.25469 0.90734 -3.96043 0.000
P -3.09960 2.10356 -3.41342 0.000
C -2.23387 2.76475 -4.85350 0.000
C -1.05077 2.09707 -5.21592 0.000
C -0.38173 2.40889 -6.39571 0.000
C -0.74599 3.63598 -7.05200 0.000
C -1.98029 4.22104 -6.68869 0.000
C -2.73935 3.82118 -5.57503 0.000
C -4.09981 3.47459 -2.73887 0.000
C -5.21976 3.10350 -2.02146 0.000
C -6.13470 4.04884 -1.65766 0.000
C -5.86234 5.42327 -1.83944 0.000
C -4.73837 5.73676 -2.59054 0.000
C -3.82693 4.76026 -2.99361 0.000
P -4.63411 -0.54545 -3.03054 0.000
C -3.22445 -1.67927 -3.47516 0.000
C -3.54625 -2.99420 -3.65380 0.000
C -2.55361 -3.92755 -4.08090 0.000
C -1.28864 -3.48790 -4.20686 0.000
C -0.97727 -2.10681 -4.12445 0.000
C -1.94635 -1.19597 -3.63967 0.000
C -6.04796 -1.36231 -3.83331 0.000
C -6.11588 -1.70269 -5.19406 0.000
C -7.30928 -2.12676 -5.76393 0.000
C -8.46717 -2.18283 -5.06740 0.000
C -8.46738 -1.73700 -3.68064 0.000
C -7.30120 -1.27762 -3.12251 0.000
H -5.94899 0.78061 -5.20812 0.000
H -4.67577 1.97361 -5.71866 0.000
H -5.75574 2.22338 -4.34563 0.000
H -0.61318 1.32427 -4.55985 0.000
H 0.47229 1.82138 -6.81686 0.000
H -0.08544 4.07541 -7.79188 0.000
H -2.42744 5.00529 -7.31567 0.000
H -3.62878 4.37461 -5.46724 0.000
H -5.43566 2.05182 -1.80345 0.000
H -7.11705 3.77480 -1.18637 0.000
H -6.54060 6.23178 -1.52440 0.000
H -4.61417 6.73923 -2.90482 0.000
H -2.84564 4.97496 -3.38822 0.000
H -4.58853 -3.33440 -3.49420 0.000
H -2.87792 -4.96784 -4.18817 0.000
H -0.45599 -4.21323 -4.44979 0.000
H -0.01430 -1.74014 -4.41978 0.000
H -1.62525 -0.23947 -3.31403 0.000
H -5.16119 -1.72985 -5.76350 0.000
H -7.21332 -2.46949 -6.82056 0.000
H -9.34342 -2.61316 -5.49931 0.000
H -9.38744 -1.60277 -3.06090 0.000
H -7.18895 -0.90858 -2.13193 0.000
O 0.17829 -1.90492 3.70772 0.022
S -0.07759 -2.95089 4.88802 0.023
C 0.44476 -4.42863 4.03846 0.002
C -0.76403 -5.09239 3.41507 0.000
C -2.04366 -4.82082 4.32295 0.000
C -1.94476 -3.40592 4.87308 0.001
H 0.92650 -5.12189 4.84839 0.000
H 1.23468 -4.20695 3.26887 0.000
H -0.63121 -6.22684 3.39114 0.000
H -0.99176 -4.66786 2.43758 0.000
H -2.22395 -5.57654 5.10307 0.000
H -2.94506 -4.78420 3.69312 0.000
H -2.06300 -3.42651 5.95131 0.001
H -2.44764 -2.56152 4.41026 0.000
S -3.08681 0.18887 2.19836 0.002
C -1.55738 0.48586 1.99395 0.008
N -0.32514 0.70368 1.89456 0.003
```

Output
- ΔE to the lowest compared entry with this formula, charge and spin: 1.292 eV
- Spin multiplicity: 2
- Highest occupied orbital energy (alpha / beta): -5.78 / -6.93 eV
- Frontier orbital gap (alpha / beta): 5.83 / 6.96 eV
- Electronic energy: -6118.71159 Ha


Entry 2:
C55H54GeIrN3OS2Te2 as an isolated structure in a non-equilibrium geometry, computed with ωB97M-V with the def2-TZVPD basis set.

Structure (XYZ):
```
119
Properties=species:S:1:pos:R:3:lowdin_spin:R:1
Ir -0.29491 0.30443 -0.59306 1.952
S 0.88870 2.25876 -1.01296 0.309
N 1.45980 1.16228 2.09130 0.020
C 1.38226 -0.12704 2.21819 0.046
S 0.59334 -1.06797 1.07819 0.171
N 1.91750 -0.75702 3.26491 0.022
C 2.72566 -0.05771 4.19605 0.003
C 4.06791 0.22829 4.02159 0.001
C 4.70832 1.08020 4.91862 0.000
C 4.01693 1.70203 5.94400 0.000
C 2.66474 1.39913 6.13210 0.000
C 2.00455 0.53210 5.27743 0.001
H 1.12729 1.70971 1.22244 0.012
H 1.89421 1.66886 2.88690 0.000
H 1.80612 -1.78710 3.29334 0.003
H 4.55024 -0.23090 3.12297 0.000
H 5.73758 1.39829 4.77170 0.000
H 4.53357 2.40501 6.56604 0.000
H 2.20642 1.83976 7.04362 0.000
H 0.99332 0.13823 5.42964 0.000
C 3.00269 4.29128 -2.38703 0.011
Ge 3.01179 2.41297 -1.87632 0.041
C 2.97526 1.17677 -3.33342 0.006
C 1.88948 1.01435 -4.16112 0.002
C 1.89135 0.02676 -5.14485 0.001
C 2.98857 -0.80255 -5.29532 0.000
C 4.07244 -0.66929 -4.42951 0.000
C 4.04738 0.31351 -3.45577 0.001
C 4.54144 2.23373 -0.57535 0.004
C 5.49546 3.20115 -0.36199 0.001
C 6.73254 2.94020 0.31918 0.000
C 6.97790 1.63781 0.69201 0.000
C 6.03154 0.62881 0.49370 0.000
C 6.34992 -0.74755 0.79816 0.000
C 5.43723 -1.75301 0.68734 0.000
C 4.13629 -1.45266 0.24070 0.001
C 3.82130 -0.18754 -0.14509 0.002
C 4.77875 0.86318 -0.12892 0.001
H 3.85392 4.53585 -3.06671 0.001
H 3.22946 4.80618 -1.45343 0.001
H 2.10322 4.69047 -2.83762 0.001
H 1.11115 1.73607 -4.17051 0.001
H 1.11867 0.00715 -5.91638 0.000
H 2.99947 -1.53168 -6.12089 0.000
H 4.98643 -1.28816 -4.55920 0.000
H 4.92647 0.41611 -2.79025 0.000
H 5.46929 4.23083 -0.69860 0.000
H 7.53140 3.68929 0.39757 0.000
H 7.86727 1.45260 1.18459 0.000
H 7.36867 -0.92700 1.15767 0.000
H 5.66097 -2.79849 0.89595 0.000
H 3.40034 -2.31941 0.17781 0.001
H 2.81317 -0.00038 -0.44280 0.006
C -5.65142 6.62189 0.78682 0.001
C -5.05641 5.32925 1.08802 0.005
C -3.67694 5.13337 0.99970 -0.001
C -3.06314 3.88737 1.21280 0.012
C -1.60860 3.84149 1.36498 0.026
C -3.90786 2.84038 1.51930 0.035
Te -3.03265 0.92650 1.68513 0.663
N -2.33545 0.86751 -0.20577 0.155
C -3.42525 0.52909 -0.92673 0.037
O -4.42800 0.22087 -0.27523 0.172
C -3.36666 0.47866 -2.43473 0.005
C -4.11066 -0.48029 -3.08350 0.003
C -4.21332 -0.50547 -4.45787 0.002
C -3.55415 0.46976 -5.19740 0.004
C -2.79718 1.46570 -4.56993 0.001
C -2.73881 1.46104 -3.19015 0.008
C -3.37521 -4.15599 2.23719 0.699
C -2.77202 -5.25798 2.78372 0.097
C -3.06527 -6.49986 2.15632 0.037
C -3.95259 -6.51028 1.10389 -0.017
C -4.56793 -5.35917 0.62327 0.034
C -4.33087 -4.12757 1.22880 0.097
C -5.12489 -2.89963 0.83760 0.020
C -5.31621 2.98077 1.65368 0.011
C -6.20194 1.80537 2.08074 0.016
C -5.86336 4.24274 1.52328 -0.001
H -6.72684 6.68276 0.99747 0.000
H -5.48768 6.79318 -0.27389 0.000
H -5.16033 7.46896 1.29069 0.000
H -3.03704 6.00864 0.84817 0.000
H -1.21256 4.83066 1.24644 0.002
H -1.05913 3.28488 0.57499 0.004
H -1.26687 3.38956 2.25414 0.012
H -4.67476 -1.18922 -2.52128 0.000
H -4.83871 -1.29942 -4.95792 0.000
H -3.55345 0.38144 -6.22464 0.000
H -2.22010 2.12198 -5.18928 0.000
H -2.20535 2.22242 -2.61786 0.001
H -1.98844 -5.19432 3.49760 0.013
H -2.51365 -7.42157 2.42051 0.006
H -4.14442 -7.49684 0.61792 -0.001
H -5.15077 -5.44712 -0.26705 0.007
H -5.02048 -2.75475 -0.25694 0.000
H -4.73558 -2.01697 1.26085 0.008
H -6.15716 -3.10243 1.07719 -0.001
H -5.87633 1.45123 3.06763 0.005
H -6.11406 0.97786 1.35237 0.004
H -7.24886 2.14064 2.13977 0.001
H -6.91546 4.36084 1.68876 0.000
C 1.27478 -2.61932 -2.42658 0.018
Te -0.55346 -1.51472 -2.70064 0.141
C -1.44002 -3.08631 -1.47036 0.021
C -0.25068 -3.83784 -0.94288 0.001
C -0.50741 -4.82687 -0.01561 0.000
C 0.45098 -5.71736 0.38399 0.000
C 1.69639 -5.63424 -0.17628 0.000
C 1.98120 -4.64010 -1.12461 0.000
C 1.00120 -3.72078 -1.48190 0.000
H 2.03453 -1.90668 -2.06228 0.003
H 1.53700 -3.04096 -3.38916 0.003
H -2.13074 -3.74364 -2.03950 0.002
H -2.01467 -2.60324 -0.67413 0.004
H -1.51886 -4.97870 0.34383 0.000
H 0.19657 -6.46508 1.12887 0.000
H 2.50302 -6.28609 0.00394 0.000
H 2.98022 -4.50270 -1.49290 0.000
```

Output
- Spin multiplicity: 6
- Highest occupied orbital energy (alpha / beta): -9.35 / -10.20 eV
- Frontier orbital gap (alpha / beta): 7.08 / 5.73 eV
- Electronic energy: -5881.08729 Ha
- Total charge: +1